Entry 1:
Density functional theory data (ωB97M-V/def2-TZVPD) for a 7-piece molecular cluster, C52H56F12N11O11S4 overall in a non-equilibrium geometry.

The geometry in XYZ format:
```
146
Properties=species:S:1:pos:R:3
N 0.488 0.898 -0.087
O -0.629 1.241 -0.325
O 1.304 1.004 -1.001
O 0.803 0.525 1.053
C -2.918 2.106 -4.576
N -1.599 2.698 -4.131
C -1.509 3.041 -2.805
C -0.438 3.840 -2.351
C 0.561 4.301 -3.245
C 0.352 3.955 -4.622
C -0.782 3.302 -5.006
C 1.689 5.078 -2.745
C 1.954 6.327 -3.243
C 2.988 7.070 -2.645
N 3.824 6.546 -1.724
C 3.635 5.323 -1.275
C 2.473 4.647 -1.694
C 5.143 7.217 -1.376
H -2.911 2.012 -5.662
H -3.701 2.809 -4.292
H -2.925 1.104 -4.147
H -2.124 2.559 -2.060
H -0.422 4.155 -1.318
H 0.992 4.311 -5.415
H -0.818 2.939 -6.023
H 1.412 6.710 -4.094
H 3.241 8.029 -3.072
H 4.348 4.957 -0.550
H 2.427 3.632 -1.327
H 4.835 7.953 -0.635
H 5.521 7.710 -2.272
H 5.897 6.620 -0.862
C 1.300 -1.677 -4.299
N -0.039 -2.060 -3.844
C -0.823 -2.815 -4.708
C -2.153 -3.063 -4.390
C -2.672 -2.474 -3.136
C -1.738 -1.729 -2.332
C -0.401 -1.592 -2.678
C -4.089 -2.517 -2.867
C -4.605 -2.825 -1.653
C -5.966 -2.807 -1.435
N -6.825 -2.388 -2.468
C -6.395 -2.250 -3.673
C -5.002 -2.271 -3.930
C -8.305 -2.399 -2.239
H 2.010 -2.073 -3.572
H 1.388 -0.592 -4.241
H 1.467 -2.035 -5.315
H -0.384 -3.107 -5.651
H -2.725 -3.583 -5.144
H -2.143 -1.328 -1.415
H 0.218 -0.846 -2.202
H -3.965 -3.107 -0.830
H -6.422 -3.105 -0.502
H -7.081 -1.834 -4.396
H -4.598 -1.967 -4.885
H -8.641 -3.400 -2.511
H -8.791 -1.664 -2.880
H -8.487 -2.057 -1.220
C -0.537 -0.145 3.759
N -1.423 1.025 3.809
C -2.120 1.439 2.736
C -3.053 2.453 2.895
C -3.270 2.985 4.153
C -2.466 2.654 5.153
C -1.471 1.704 4.970
C -4.181 4.081 4.249
C -5.490 3.806 3.890
C -6.457 4.840 3.997
N -6.059 6.037 4.553
C -4.733 6.331 4.804
C -3.768 5.352 4.698
C -7.131 7.029 4.835
H 0.394 0.131 3.266
H -0.915 -1.017 3.225
H -0.439 -0.486 4.790
H -2.075 0.934 1.783
H -3.610 2.931 2.102
H -2.477 3.221 6.072
H -0.708 1.631 5.731
H -5.896 2.867 3.545
H -7.521 4.745 3.837
H -4.403 7.355 4.899
H -2.732 5.577 4.906
H -8.139 6.639 4.972
H -7.062 7.651 3.942
H -6.967 7.589 5.756
C 4.428 1.597 0.135
N 4.448 0.304 -0.525
C 3.748 -0.705 0.026
C 3.901 -2.026 -0.401
C 4.858 -2.373 -1.415
C 5.521 -1.224 -2.026
C 5.256 0.059 -1.510
C 5.171 -3.750 -1.810
C 4.225 -4.741 -1.836
C 4.563 -6.003 -2.221
N 5.776 -6.371 -2.620
C 6.778 -5.486 -2.559
C 6.497 -4.160 -2.153
C 6.060 -7.790 -2.797
H 5.310 1.682 0.770
H 3.618 1.596 0.864
H 4.395 2.357 -0.646
H 3.096 -0.455 0.851
H 3.430 -2.886 0.053
H 6.337 -1.431 -2.702
H 5.962 0.855 -1.698
H 3.231 -4.420 -1.560
H 3.759 -6.720 -2.158
H 7.643 -5.890 -3.065
H 7.311 -3.457 -2.258
H 6.721 -7.846 -3.662
H 5.116 -8.327 -2.890
H 6.582 -7.942 -1.852
C 0.045 -1.357 8.308
F -0.807 -0.308 7.951
F 0.737 -1.044 9.451
F -0.725 -2.470 8.557
S 1.261 -1.802 6.914
O 2.393 -2.462 7.570
O 0.452 -2.664 6.057
N 1.542 -0.237 6.177
S 2.855 -0.520 5.584
O 3.902 -0.210 6.570
O 3.070 -1.723 4.740
C 2.992 1.027 4.408
F 4.315 1.392 4.244
F 2.559 0.696 3.232
F 2.378 2.156 4.881
C -1.542 -7.219 -0.845
F -2.083 -7.608 -1.971
F -2.411 -6.801 0.096
F -0.790 -8.210 -0.323
S -0.224 -5.788 -1.230
O 1.005 -6.447 -1.683
O -0.874 -4.834 -2.090
N 0.175 -5.372 0.407
S 0.125 -3.843 0.290
O 1.123 -3.227 -0.600
O -1.213 -3.350 0.222
C 0.772 -3.245 2.022
F -0.236 -3.291 2.801
F 1.725 -4.087 2.507
F 1.200 -2.013 2.031
```

* E: -169621.6988 eV
* net charge: +6
* spin multiplicity: 2
* orbital gap (spin up / spin down): 5.677 / 4.511 eV
* expectation value of S²: 0.76

=====

Entry 2:
Density functional theory data (ωB97M-V/def2-TZVPD) for C24H30B2F26O12Sn2 as an isolated structure in a non-equilibrium geometry.

The geometry in XYZ format:
```
96
Properties=species:S:1:pos:R:3
Sn -3.681 0.871 0.821
Sn -2.806 -2.336 -3.118
B -0.536 0.194 -0.675
F -1.018 -0.589 -1.605
F 0.801 0.390 -0.959
F -1.158 1.399 -0.649
F -0.788 -0.276 0.537
B -4.824 0.805 -2.611
F -4.767 1.758 -3.627
F -5.441 1.364 -1.462
F -5.565 -0.314 -2.999
F -3.512 0.450 -2.240
C 1.929 -2.111 -3.854
C 1.711 -1.257 -5.122
O 1.354 0.088 -4.810
C 0.087 0.405 -4.555
O -0.867 -0.399 -4.627
C -0.194 1.904 -4.161
F -0.177 2.630 -5.302
F -1.430 2.027 -3.615
F 0.770 2.374 -3.418
H 2.841 -1.867 -3.309
H 1.884 -3.166 -4.124
H 1.115 -1.833 -3.185
H 0.944 -1.653 -5.787
H 2.620 -1.348 -5.715
C 2.213 3.016 0.983
C 0.778 2.530 1.458
O 0.540 3.078 2.766
C -0.681 3.026 3.287
O -1.691 2.521 2.684
C -0.756 3.428 4.770
F 0.412 3.459 5.365
F -1.332 4.600 4.818
F -1.519 2.495 5.384
H 2.444 2.674 -0.025
H 3.019 2.636 1.610
H 2.418 4.087 0.991
H 0.759 1.441 1.432
H 0.030 2.903 0.758
C -0.466 5.583 -0.846
C -1.396 4.499 -1.386
O -2.665 4.890 -1.844
C -3.777 4.560 -1.108
O -3.757 3.836 -0.053
C -5.116 5.122 -1.610
F -5.969 4.154 -1.929
F -5.715 5.828 -0.637
F -4.950 5.967 -2.662
H -0.175 6.400 -1.506
H 0.465 5.206 -0.423
H -0.946 6.054 0.011
H -1.586 3.674 -0.699
H -0.932 4.085 -2.281
C 2.742 -6.214 -2.425
C 1.388 -5.507 -2.285
O 1.395 -4.859 -1.011
C 0.538 -3.832 -0.679
O -0.413 -3.409 -1.292
C 0.923 -3.232 0.726
F 0.005 -3.391 1.582
F 2.024 -3.746 1.216
F 1.193 -1.904 0.624
H 3.025 -6.685 -1.484
H 3.474 -5.504 -2.809
H 2.709 -6.930 -3.246
H 0.615 -6.276 -2.297
H 1.245 -4.817 -3.117
C -3.691 -4.445 4.079
C -3.279 -3.059 3.646
O -1.954 -2.551 4.064
C -1.509 -1.370 3.677
O -2.189 -0.549 3.103
C -0.096 -0.992 4.109
F 0.609 -2.021 4.598
F 0.602 -0.437 3.147
F -0.176 -0.087 5.109
H -3.040 -5.300 3.894
H -4.598 -4.712 3.535
H -4.034 -4.330 5.107
H -4.089 -2.437 4.025
H -3.319 -2.937 2.563
C 4.973 0.351 -0.159
C 3.772 -0.477 0.239
O 4.171 -1.306 1.357
C 4.006 -0.912 2.711
O 3.524 0.169 2.996
C 4.546 -1.905 3.790
F 4.850 -3.160 3.318
F 5.544 -1.329 4.433
F 3.596 -2.031 4.674
H 4.705 1.025 -0.972
H 5.904 -0.207 -0.262
H 5.102 1.034 0.680
H 3.380 -1.114 -0.555
H 2.892 0.130 0.449
```

* E: -133592.6030 eV
* net charge: +3
* spin multiplicity: 2
* orbital gap (spin up / spin down): 5.351 / 3.502 eV
* expectation value of S²: 0.76

=====

Entry 3:
Density functional theory data (ωB97M-V/def2-TZVPD) for C17H21BaNOS4Si as an isolated structure.

The geometry in XYZ format:
```
46
Properties=species:S:1:pos:R:3
Ba 0.177 0.128 -1.958
S 1.901 -2.014 -3.113
C 0.899 -3.379 -2.652
C 1.568 -4.562 -2.299
C 0.897 -5.724 -1.961
C -0.492 -5.732 -1.962
C -1.174 -4.579 -2.303
C -0.520 -3.388 -2.656
S -1.540 -2.035 -3.113
H 2.650 -4.547 -2.324
H 1.455 -6.618 -1.701
H -1.040 -6.631 -1.699
H -2.257 -4.576 -2.330
C -0.680 -2.412 1.041
Si 0.560 -1.090 1.611
C 0.633 -1.361 3.509
C 2.285 -1.654 1.039
N 0.161 0.398 0.906
C -0.090 1.618 1.456
C -0.140 1.878 2.850
C -0.396 3.140 3.354
C -0.617 4.223 2.512
C -0.573 4.005 1.139
C -0.327 2.744 0.631
H -0.421 -3.396 1.441
H -0.697 -2.507 -0.050
H -1.695 -2.170 1.366
H 0.879 -2.403 3.727
H -0.326 -1.140 3.985
H 1.393 -0.733 3.981
H 2.502 -2.662 1.402
H 3.059 -0.981 1.418
H 2.371 -1.679 -0.053
H 0.035 1.058 3.532
H -0.416 3.281 4.431
H -0.806 5.212 2.910
H -0.714 4.837 0.459
H -0.291 2.611 -0.445
C -2.118 5.306 -2.024
O -0.870 5.952 -1.824
C 0.264 5.515 -2.454
S 1.616 6.424 -2.087
S 0.219 4.190 -3.497
H -2.885 6.078 -1.940
H -2.282 4.546 -1.254
H -2.160 4.831 -3.003
```

* E: -73424.8669 eV
* net charge: -2
* orbital gap: 6.251 eV